Molecular formula: C43H53BN4O5P2STi
Method: DFT, wB97M-V/def2-TZVPD

**Orbital gap (spin up / spin down)**: 6.44 / 6.80 eV
**E_LUMO (spin up / spin down)**: 2.52 / 2.51 eV
**Total charge**: -1
**Spin multiplicity**: 2

Last column: Löwdin charge in e.
Element x y z (Å)
Ti: -0.32168 0.48334 -0.94079  0.829
C: 1.67969 2.07772 4.50308  -0.120
C: 2.02018 0.66640 4.00923  -0.538
C: 2.25230 -0.26019 5.20198  -0.123
P: 0.82117 0.19952 2.65658  1.151
C: -0.65270 -0.64116 3.41986  -0.529
C: -0.43391 -1.86821 4.30483  -0.120
C: -1.55121 0.38522 4.11045  -0.122
C: 1.65458 -1.21331 1.82704  -0.274
C: 2.93047 -1.65191 2.19000  -0.053
C: 3.62092 -2.63767 1.49723  -0.284
C: 4.98367 -3.08810 1.95455  -0.062
C: 3.00407 -3.20619 0.38673  -0.053
C: 1.74872 -2.77832 -0.00341  -0.026
C: 1.05719 -1.77683 0.68561  -0.317
N: -0.19507 -1.36328 0.16767  -0.077
C: -1.23517 -2.25070 0.33728  -0.317
C: -1.25644 -3.23454 1.34838  -0.031
C: -2.37812 -4.00994 1.58039  -0.053
C: -3.53585 -3.87737 0.82005  -0.298
C: -4.78067 -4.66900 1.12155  -0.071
C: -3.48604 -2.98326 -0.24408  -0.065
C: -2.36790 -2.20800 -0.51887  -0.295
P: -2.10839 -1.22125 -2.01894  1.094
C: -3.78900 -0.76574 -2.66312  -0.522
C: -3.66562 0.50699 -3.50830  -0.116
C: -4.59498 -1.81749 -3.42704  -0.120
C: -1.29037 -2.44536 -3.14982  -0.521
C: -1.09878 -1.85211 -4.54475  -0.118
C: -1.86748 -3.85718 -3.19071  -0.103
H: 2.45548 2.43576 5.18690  0.076
H: 1.60712 2.78075 3.67342  0.058
H: 0.72989 2.09130 5.04358  0.059
H: 2.95751 0.76427 3.44973  0.085
H: 1.42040 -0.19061 5.90527  0.064
H: 2.36171 -1.30721 4.91903  0.059
H: 3.15557 0.04487 5.74036  0.075
H: -1.17857 -0.96659 2.51824  0.076
H: -0.17924 -1.58346 5.32560  0.056
H: -1.35149 -2.46309 4.34700  0.073
H: 0.36214 -2.51149 3.92496  0.062
H: -1.09875 0.75235 5.03629  0.057
H: -1.74609 1.23828 3.45832  0.068
H: -2.50991 -0.07070 4.37354  0.075
H: 3.42669 -1.20847 3.04482  0.089
H: 5.52223 -2.27622 2.44565  0.071
H: 4.91102 -3.91316 2.66836  0.075
H: 5.58695 -3.43480 1.11391  0.070
H: 3.51587 -3.97278 -0.18629  0.106
H: 1.27599 -3.19898 -0.88447  0.114
H: -0.38302 -3.36321 1.97407  0.099
H: -2.35473 -4.73245 2.39120  0.106
H: -4.54864 -5.54993 1.72240  0.067
H: -5.51190 -4.07629 1.67866  0.073
H: -5.26876 -5.00878 0.20539  0.069
H: -4.34997 -2.91130 -0.89533  0.092
H: -4.32683 -0.51060 -1.74233  0.107
H: -3.08809 0.32096 -4.41631  0.073
H: -4.65711 0.86171 -3.80416  0.076
H: -3.15238 1.30235 -2.96878  0.050
H: -4.11280 -2.06318 -4.37440  0.062
H: -4.72808 -2.74531 -2.87397  0.051
H: -5.58658 -1.41885 -3.66100  0.075
H: -0.29962 -2.49560 -2.68186  0.087
H: -2.04877 -1.77475 -5.08046  0.060
H: -0.64965 -0.85794 -4.50123  0.014
H: -0.44494 -2.49750 -5.13749  0.078
H: -2.83985 -3.88470 -3.68520  0.059
H: -1.19413 -4.50798 -3.75698  0.075
H: -1.98121 -4.27727 -2.19084  0.067
O: 0.98508 -0.04178 -2.31440  -0.303
N: 2.10539 0.32875 -2.92006  -0.162
C: 3.25502 -0.08987 -2.34205  -0.028
C: 4.47058 0.20652 -2.88205  -0.071
C: 4.49655 0.98113 -4.05282  -0.092
C: 3.32633 1.41179 -4.60790  -0.116
C: 2.05232 1.10767 -4.05357  -0.724
S: 0.59624 1.64641 -4.70979  0.575
H: 3.10696 -0.65150 -1.43183  0.126
H: 5.36942 -0.14006 -2.39447  0.098
H: 5.44088 1.24354 -4.51381  0.099
H: 3.31769 2.01626 -5.50296  0.089
O: -1.71380 1.13743 0.36532  -0.227
N: -2.31869 2.24878 0.17400  0.040
N: -1.98408 2.75926 -0.94686  -0.203
O: -1.11831 2.15330 -1.70994  -0.212
C: -2.45888 4.05152 -1.33349  -0.156
C: -3.28721 4.78264 -0.49306  -0.020
C: -3.72476 6.02613 -0.91761  -0.092
C: -3.33865 6.52512 -2.15619  -0.103
C: -2.50692 5.77738 -2.97572  -0.076
C: -2.05671 4.52805 -2.57115  0.007
H: -3.57079 4.38174 0.46845  0.106
H: -4.36825 6.61096 -0.27297  0.099
H: -3.68366 7.49986 -2.47739  0.096
H: -2.19810 6.16430 -3.93809  0.104
H: -1.39721 3.92571 -3.18132  0.106
O: 2.72580 1.26173 0.25194  0.061
B: 1.35867 1.67606 0.07209  -0.441
O: 1.29578 3.02662 0.55356  0.092
C: 2.50669 3.33198 1.08196  -0.248
C: 2.90853 4.48296 1.72312  -0.012
C: 4.21888 4.52172 2.20808  -0.112
C: 5.07942 3.44397 2.04312  -0.112
C: 4.66647 2.28477 1.37979  -0.007
C: 3.37310 2.25707 0.90709  -0.239
H: 2.22727 5.31390 1.85268  0.115
H: 4.56709 5.40719 2.72542  0.090
H: 6.08813 3.50183 2.43309  0.089
H: 5.32669 1.43771 1.24150  0.113

Atoms 1-3, force components in eV/Å:
Ti 0.842 -0.333 -0.085
C -0.002 -0.011 0.024
C -0.013 0.059 -0.001

Molecular formula: C43H53BrCaCl3N9O6S2Si
Method: DFT, wB97M-V/def2-TZVPD

**Orbital gap**: 5.80 eV
**E_LUMO**: 3.62 eV
**Total charge**: -2

Last column: Löwdin charge in e.
Element x y z (Å)
Ca: 1.05351 -0.41651 -2.05387  1.248
O: -0.82533 0.18150 -1.83654  -0.411
N: -1.85865 -0.03859 -2.61119  -0.187
C: -2.85585 0.86462 -2.59769  -0.059
C: -4.03981 0.66753 -3.25695  -0.089
C: -4.20437 -0.51848 -3.97778  -0.099
C: -3.16022 -1.40412 -4.04370  -0.105
C: -1.92425 -1.16381 -3.40131  -0.673
S: -0.59675 -2.18684 -3.58703  0.679
H: -2.63467 1.74838 -2.01795  0.113
H: -4.80854 1.42549 -3.21478  0.093
H: -5.13434 -0.72733 -4.49262  0.092
H: -3.22636 -2.31728 -4.61600  0.089
O: -0.53688 -1.15796 0.72203  -0.395
S: -0.22380 -2.44167 0.12976  0.540
O: -1.33337 -3.13010 -0.48132  -0.310
N: 1.08137 -2.28650 -0.73568  -0.245
C: 1.69881 -3.34132 -1.35268  -0.293
C: 1.57256 -4.67486 -0.98018  -0.027
C: 2.33630 -5.68008 -1.58687  -0.094
C: 3.21659 -5.39889 -2.59557  -0.073
C: 3.31750 -4.07533 -3.07565  -0.160
C: 4.12035 -3.71521 -4.18252  -0.021
C: 4.11402 -2.42836 -4.64145  -0.033
C: 3.31825 -1.47233 -3.98277  -0.103
N: 2.59648 -1.77275 -2.93178  -0.020
C: 2.56813 -3.04076 -2.46355  -0.176
C: 0.17044 -3.41750 1.61277  -0.261
C: 1.45705 -3.46192 2.12501  -0.073
C: 1.69690 -4.12645 3.31853  -0.083
C: 0.65128 -4.73196 4.00291  -0.108
C: -0.63703 -4.68515 3.48572  -0.093
C: -0.87483 -4.02885 2.28725  -0.070
H: 0.86791 -4.93719 -0.20571  0.096
H: 2.21545 -6.70123 -1.24246  0.095
H: 3.79991 -6.18225 -3.06564  0.096
H: 4.71581 -4.48270 -4.66559  0.107
H: 4.70092 -2.13765 -5.50211  0.102
H: 3.26078 -0.44325 -4.32369  0.088
H: 2.25741 -2.97935 1.57786  0.109
H: 2.70170 -4.16799 3.72090  0.100
H: 0.84294 -5.24779 4.93640  0.090
H: -1.45299 -5.15539 4.02108  0.094
H: -1.86544 -3.98303 1.85169  0.112
N: 4.48005 1.88666 -3.69186  0.078
C: 5.15716 1.65978 -2.61338  -0.537
N: 6.41586 2.19029 -2.39846  0.129
C: 6.88193 2.04877 -1.18710  -0.521
N: 8.14625 2.57398 -0.92494  0.089
N: 6.27973 1.45625 -0.14515  0.115
C: 5.09120 0.90905 -0.46897  -0.333
N: 4.52795 0.91229 -1.63693  0.160
C: 4.31423 0.36455 0.68414  -0.189
C: 4.94539 0.28659 1.92754  -0.034
C: 4.20918 -0.07074 3.04044  -0.087
C: 2.86493 -0.35489 2.88992  -0.079
C: 2.32116 -0.27864 1.61472  -0.154
N: 3.01092 0.06799 0.53220  0.147
H: 5.00340 2.45546 -4.34549  0.015
H: 2.30798 1.57867 -3.01010  0.063
H: 8.39490 3.30163 -1.57607  0.066
H: 8.26751 2.82044 0.04399  0.065
H: 5.99587 0.52922 1.98851  0.090
H: 4.68020 -0.11606 4.01595  0.094
H: 2.24745 -0.62566 3.73713  0.097
H: 1.27519 -0.49959 1.44622  0.064
C: 1.27883 2.94173 -2.02860  -0.127
O: 1.61713 1.60358 -2.28874  -0.339
H: 0.94076 3.02005 -0.99408  0.037
H: 0.47395 3.28297 -2.69011  0.087
H: 2.14265 3.60023 -2.16816  0.084
Cl: 2.51424 1.69170 -6.94206  0.527
C: 0.76091 1.87584 -6.79772  -1.504
Cl: 0.34122 3.57312 -7.13077  0.508
Cl: -0.01049 0.86237 -8.04467  0.513
C: 0.17334 1.38158 -5.30501  -0.806
O: -0.88896 1.92765 -5.03428  -0.032
O: 0.89379 0.53890 -4.77952  -0.084
C: -2.21094 4.24904 3.40206  -0.121
C: -3.33973 3.56162 2.62002  -0.630
C: -4.64141 3.67976 3.42439  -0.100
C: -3.50569 4.37159 1.32492  -0.129
Si: -2.85807 1.68958 2.26606  0.511
Br: -1.15733 1.97483 0.80113  0.640
C: -4.31326 0.70958 1.45575  -0.605
C: -5.00325 1.54729 0.37108  -0.105
C: -3.76920 -0.55414 0.77102  -0.093
C: -5.38501 0.29855 2.47616  -0.092
C: -2.11912 0.83420 3.85307  -0.607
C: -2.10318 -0.69193 3.69257  -0.100
C: -2.90970 1.16461 5.12696  -0.101
C: -0.65567 1.25595 4.05158  -0.123
H: -2.44192 5.31257 3.52704  0.080
H: -1.27136 4.16710 2.85406  0.061
H: -2.07693 3.81911 4.39465  0.054
H: -4.82827 4.72777 3.68452  0.080
H: -4.60201 3.10518 4.35127  0.059
H: -5.49397 3.32806 2.84098  0.060
H: -3.69341 5.42110 1.57748  0.080
H: -4.33959 4.02121 0.72089  0.054
H: -2.60352 4.32049 0.71800  0.037
H: -4.28190 1.93764 -0.34522  0.059
H: -5.56527 2.37959 0.79982  0.060
H: -5.70793 0.91892 -0.18125  0.086
H: -2.91286 -0.34366 0.13046  0.047
H: -4.54564 -1.00549 0.14488  0.092
H: -3.44466 -1.30527 1.48874  0.064
H: -5.82582 1.16479 2.97492  0.061
H: -4.98009 -0.36433 3.24204  0.058
H: -6.18765 -0.23918 1.96171  0.085
H: -3.10961 -1.11461 3.70251  0.065
H: -1.54832 -1.14222 4.52412  0.088
H: -1.60743 -0.98156 2.76979  0.052
H: -3.96652 0.90748 5.02110  0.068
H: -2.83776 2.22102 5.38922  0.057
H: -2.50719 0.58538 5.96436  0.082
H: -0.04388 0.91000 3.21980  0.038
H: -0.26626 0.79837 4.96808  0.084
H: -0.53338 2.33545 4.13142  0.058

Atoms 1-3, force components in eV/Å:
Ca 1.485 -0.117 -0.187
O -2.665 0.780 -0.088
N -0.853 -0.151 -0.225

Among the records above, which one has the lowest total charge? C43H53BrCaCl3N9O6S2Si

What is the total charge in the second record? -2

Which value of total charge does entry 2 give? -2

What is the total charge in the first record? -1